Model 1:
# H23O11

11 unconnected molecules or ions with the total composition H23O11 (ωB97M-V/def2-TZVPD, the Open Molecules 2025 dataset).

As for the molecular weight: 199.173 g/mol. The total charge is +1. As for the orbital gap: 10.44 eV.

Geometry (Å):
O (1.86747, -2.58923, -0.99883)
H (-1.59481, 0.84243, 2.95358)
H (0.00019, -0.05110, -0.71899)
O (3.97151, 0.19369, -1.25517)
H (1.36265, -3.13044, -1.61679)
H (-2.73412, -0.08993, 2.68919)
O (0.97345, -0.64472, -3.75281)
H (1.37190, 2.15217, -2.55903)
H (-5.02562, -0.95443, 1.75217)
O (0.85713, 0.79727, 3.78747)
H (0.52306, 0.47603, 4.62513)
H (-2.79432, 1.72461, 0.05372)
O (-0.26571, -0.96183, -0.95444)
H (-4.54163, -0.44141, 0.36994)
H (3.51286, -0.61140, -1.50727)
O (-0.97336, -1.81978, 1.24955)
H (-0.64554, -1.39527, -0.00716)
H (1.70830, -2.97896, -0.13149)
O (-1.97582, 0.30227, 2.24410)
H (0.52072, 0.01112, -3.21798)
O (-3.74934, 1.81924, 0.13027)
H (0.95008, -1.02934, -4.62231)
H (4.76391, 0.01681, -0.74608)
O (2.27439, 2.90613, -0.02799)
H (-3.82261, 2.74010, 0.38857)
H (3.10063, 3.36546, -0.18677)
O (1.13674, 1.38498, -2.03287)
H (2.38884, 1.96292, 0.08304)
H (1.74703, 0.65899, -2.19845)
O (-4.25245, -0.86864, 1.18523)
H (1.75920, 0.59011, 3.55094)
H (-1.04274, -0.94775, 1.75724)
H (-1.89064, -1.91701, 0.96646)
H (0.51867, -1.51310, -1.25221)

=====

Model 2:
# H23O11

A molecular structure, H23O11 (ωB97M-V/def2-TZVPD, the Open Molecules 2025 dataset).

As for the molecular weight: 199.173 g/mol. The total charge is +1. As for the orbital gap: 10.62 eV.

Geometry (Å):
O (1.89735, 3.76276, 1.36557)
H (1.99556, 3.25079, 0.55850)
H (2.67285, 4.32374, 1.42518)
O (0.26763, -0.90870, -2.51505)
H (0.93054, -1.14819, -3.18831)
H (-0.21905, -0.13084, -2.81383)
O (-0.43557, -0.40618, 1.25403)
H (-0.02648, -1.37502, 0.62899)
H (0.28347, 0.11988, 1.64862)
O (3.80686, -1.08080, 0.59309)
H (4.23048, -1.84722, 0.20721)
H (4.20317, -0.29934, 0.21616)
O (0.75696, 2.54433, -3.83936)
H (0.38626, 1.65151, -3.84714)
H (1.71237, 2.47225, -3.51975)
O (-2.09925, -0.20337, 4.04259)
H (-1.66466, -0.80544, 3.43786)
H (-0.81106, 0.20409, 0.53998)
O (-1.25605, 1.70906, -0.24059)
H (-3.00460, -0.49719, 3.93876)
O (1.61583, -0.25946, 2.91364)
H (1.28228, -0.50258, 3.77792)
H (2.56215, -0.54201, 2.89134)
O (-2.21102, 1.08788, -2.63724)
H (-2.93226, 1.69168, -2.34090)
H (-2.16727, 1.55159, -3.48962)
O (0.54586, -2.29028, 0.10613)
H (0.65240, -2.82214, 0.90285)
H (0.24862, -2.78772, -0.65636)
O (-2.95203, -2.98007, 0.05207)
H (-3.10673, -3.85690, 0.42002)
H (-3.63792, -2.81727, -0.63218)
H (-2.17894, 1.83268, -0.01612)
H (-1.34773, 1.35849, -1.18402)

=====

Model 3:
# H23O11

11 unconnected molecules or ions with the total composition H23O11 (ωB97M-V/def2-TZVPD, the Open Molecules 2025 dataset).

As for the molecular weight: 199.173 g/mol. The total charge is +1. As for the orbital gap: 11.07 eV.

Geometry (Å):
O (-1.45786, 1.81926, 1.11488)
H (0.68824, 0.40907, 1.67445)
H (-0.76323, 2.11766, 0.45885)
O (1.95111, -0.74745, 0.87190)
H (-2.15338, 1.37011, 0.42929)
H (-3.07040, 2.74684, -0.71746)
O (0.48021, 0.99528, 2.44091)
H (0.58085, 3.09507, -1.02476)
H (-2.20584, -2.69828, 3.35259)
O (0.34199, -0.68263, -4.31938)
H (0.53738, -1.50145, -4.77390)
H (-0.23101, 3.11776, -3.89257)
O (1.60500, -4.43471, 0.47625)
H (-1.80913, -2.24348, 2.06657)
H (2.52349, -1.26645, 0.30217)
O (1.60743, 0.52271, -2.11616)
H (1.22027, -0.17276, -2.67220)
H (-0.68654, 1.36742, 1.73410)
O (-2.86555, 1.81424, -0.78384)
H (0.11402, 0.26992, 2.96438)
O (-0.76137, 2.55757, -3.33382)
H (-1.54877, 2.80132, -3.84886)
H (2.09954, -0.93513, 1.80467)
O (0.65984, -1.40947, 3.71471)
H (-2.01882, 1.85011, -1.27517)
H (0.70863, -0.98144, 4.57437)
O (0.35441, 2.23742, -0.64371)
H (-0.16989, -1.93973, 3.61086)
H (0.87463, 1.66463, -1.28481)
O (-1.41606, -2.73300, 2.80807)
H (-0.36101, -0.24429, -4.78148)
H (1.61826, 0.22349, -1.19957)
H (1.12181, -4.63645, 1.29737)
H (2.43175, -4.35316, 0.97128)

=====

model 3 has the most favorable energy; the next structure is 25.0 kJ/mol above.

=====

Model 1:
# C4H6N2O2P

A gas-phase ion, C4H6N2O2P (charge -1) (ωB97M-V/def2-TZVPD, the Open Molecules 2025 dataset).

As for the structure (SMILES): C[P@](=O)([O-])c1ncc[nH]1. As for the molecular weight: 145.078 g/mol. The total charge is -1. As for the orbital gap: 8.13 eV.

Geometry (Å):
C (-0.43324, 1.98286, 0.57624)
P (1.25716, 1.40100, 0.16051)
O (2.11029, 1.19692, 1.60854)
O (1.99852, 2.10697, -0.94588)
C (0.69548, -0.21610, -0.52872)
N (0.07495, -0.47474, -1.64806)
C (-0.01736, -1.78823, -1.69108)
C (0.51659, -2.38452, -0.57950)
N (0.94091, -1.36590, 0.15132)
H (-0.76692, 1.09322, 1.09412)
H (-0.48017, 3.01246, 1.17479)
H (-0.94508, 2.24147, -0.35498)
H (-0.56893, -2.26009, -2.47382)
H (0.44202, -3.36784, -0.13869)
H (1.20620, -1.55843, 1.11372)

=====

Model 2:
# C4H6N2O2P

A molecular structure, C4H6N2O2P (ωB97M-V/def2-TZVPD, the Open Molecules 2025 dataset).

As for the molecular weight: 145.078 g/mol. The total charge is -1. As for the orbital gap: 7.69 eV.

Geometry (Å):
C (-2.11843, 0.30578, 0.71125)
C (-2.21766, -0.08910, -0.57481)
C (-0.31844, -0.76370, 0.34096)
C (1.90969, 1.28826, 0.35577)
N (-0.96264, -0.10346, 1.26673)
N (-1.09707, -0.81370, -0.85144)
O (2.25243, -1.88320, 1.04129)
O (1.59705, -1.42818, -1.42147)
P (1.49588, -1.08222, 0.04055)
H (-2.75588, 1.09169, 1.17776)
H (-2.90326, -0.01390, -1.42614)
H (1.53829, 1.59073, -0.69018)
H (1.42842, 1.88046, 1.20068)
H (2.88630, 1.11699, 0.55605)
H (-0.73466, -1.09645, -1.72699)

=====

model 1 has the most favorable energy; the next structure is 77.9 kJ/mol above.